(1)
{"formula": "C9H11BrN3OS", "method": "the ωB97M-V functional and the def2-TZVPD basis", "gap_ha": [0.2670, 0.2670], "homo_ev": [-12.47, -12.47], "largest_force_ev_per_a": 4.6, "total_charge": 1, "elements": ["C", "C", "C", "C", "C", "C", "C", "C", "C", "N", "N", "N", "O", "S", "Br", "H", "H", "H", "H", "H", "H", "H", "H", "H", "H", "H"], "coordinates": [[-0.72283, 0.85281, 3.35420], [0.15991, -0.22793, 3.22746], [-1.37254, 1.37046, 2.26470], [0.52355, -0.69396, 1.99664], [-1.05888, 0.91509, 0.96937], [0.01002, -0.04920, 0.84785], [0.45690, -0.37859, -0.44001], [0.40181, 0.97610, -2.32372], [1.91862, -0.67784, -0.70957], [1.56022, 1.41864, -2.01408], [-1.82979, -2.06306, -2.11211], [2.34014, 0.74331, -1.10382], [-0.23448, 0.10070, -1.42306], [-0.68875, 1.60835, -3.49921], [-1.27014, -3.03522, -0.69055], [-0.93886, 1.16773, 4.36635], [0.44685, -0.86413, 4.05433], [-2.17602, 1.98517, 2.26501], [1.37186, -1.29800, 1.77235], [-1.26311, 1.44054, 0.05867], [1.98845, -1.36019, -1.53673], [2.36329, -1.05653, 0.12598], [-2.84393, -1.85007, -2.07900], [-2.02589, -2.63591, -2.90553], [0.32567, 2.26756, -4.16350], [2.55794, 1.34417, -0.30201]], "atomic_forces_ev_per_a": [[-0.056, -1.105, 0.860], [-0.229, -0.804, 0.179], [1.478, -1.978, -2.341], [0.188, 1.746, -1.695], [2.853, -0.777, 1.142], [-2.426, 0.371, 1.467], [1.992, 0.595, 0.086], [1.195, 0.013, 1.228], [-3.075, 2.136, -2.615], [-0.212, -0.318, -0.380], [-2.073, 1.493, -1.585], [-0.634, -1.305, 0.664], [-0.126, 0.094, -0.945], [0.544, 0.334, -0.796], [0.166, -0.755, 0.819], [-0.215, 0.230, -0.093], [0.319, 0.710, 0.475], [-2.032, 2.386, 0.828], [0.112, -1.176, 0.720], [-1.083, 0.151, -0.053], [0.432, -0.043, -0.583], [1.666, -0.534, 2.019], [0.506, 0.552, 1.542], [1.333, -1.422, -0.910], [-0.714, -0.428, 0.459], [0.091, -0.164, -0.493]], "lowdin_charge": [-0.015, -0.035, -0.021, -0.001, 0.078, -0.182, -0.254, -0.706, -0.013, 0.058, -0.491, 0.042, -0.031, 0.916, 0.717, 0.125, 0.124, 0.085, 0.110, 0.121, 0.139, 0.088, 0.039, 0.002, -0.053, 0.157]}



(2)
{"formula": "C9H11BrNS", "method": "the ωB97M-V functional and the def2-TZVPD basis", "gap_ha": 0.2566, "homo_ev": -12.70, "largest_force_ev_per_a": 5.5, "total_charge": 1, "elements": ["C", "C", "C", "C", "C", "C", "C", "C", "C", "N", "S", "Br", "H", "H", "H", "H", "H", "H", "H", "H", "H", "H", "H"], "coordinates": [[0.62227, 3.41492, -2.72744], [-0.07122, 3.43555, -1.50164], [0.80043, 2.24327, -3.39752], [-0.38300, 2.27149, -0.91454], [0.45497, 1.02340, -2.82591], [-0.13204, 1.00382, -1.52639], [-0.26578, -2.23901, 2.41686], [-1.46042, -1.67512, 1.45288], [-0.30228, -0.20273, -0.75089], [1.03370, -2.28035, 1.83057], [-1.17972, -0.10780, 0.69902], [0.10222, -1.84057, -1.43075], [1.00891, 4.24414, -3.18591], [-0.30647, 4.24008, -0.93986], [1.29598, 2.44253, -4.33101], [-0.78505, 2.44051, 0.09112], [0.68165, 0.21899, -3.40128], [-0.50899, -1.52610, 3.28272], [-0.50512, -3.26416, 2.81013], [-1.58045, -2.58296, 0.83745], [-2.20854, -1.62618, 2.14729], [1.58819, -1.43101, 2.00393], [1.53923, -3.03510, 2.24031]], "atomic_forces_ev_per_a": [[-1.650, -0.877, 1.893], [1.459, -1.509, -2.410], [0.155, -0.055, 0.266], [-0.533, -1.261, 0.967], [-0.565, 2.508, 1.488], [0.900, 0.446, -0.014], [-1.967, 1.648, 1.374], [3.894, -3.756, -0.971], [-1.370, -0.005, 0.097], [0.327, 1.249, 0.029], [0.112, 0.590, -0.067], [0.344, -0.358, -0.372], [0.643, 2.324, -0.756], [-0.371, 3.021, 1.160], [0.080, -1.162, -0.487], [-0.029, -0.916, -0.338], [0.381, -2.758, -1.088], [1.517, -0.984, -0.478], [-0.309, 0.996, -0.737], [-0.584, 1.086, -0.714], [-2.517, 0.810, 1.200], [-0.444, -0.513, -0.118], [0.526, -0.523, 0.074]], "lowdin_charge": [-0.001, -0.026, -0.035, -0.051, 0.009, -0.295, -0.313, -0.456, -0.902, -0.014, 1.069, 0.982, 0.097, 0.088, 0.124, 0.110, 0.070, 0.120, 0.135, 0.079, 0.043, 0.095, 0.071]}



(3)
{"formula": "C9H11Cl2DyLaNO4", "method": "the ωB97M-V functional and the def2-TZVPD basis", "gap_ha": [0.2051, 0.1928], "multiplicity": 6, "homo_ev": [-20.55, -20.55], "largest_force_ev_per_a": 8.1, "total_charge": 4, "elements": ["La", "Dy", "Cl", "Cl", "C", "C", "C", "O", "O", "O", "O", "C", "C", "C", "C", "C", "C", "N", "H", "H", "H", "H", "H", "H", "H", "H", "H", "H", "H"], "coordinates": [[2.10557, 3.75615, -5.29959], [0.47864, 0.64267, -1.74307], [1.44703, 1.36231, -5.70614], [0.27496, 3.03664, -2.65039], [2.58740, 1.36921, -1.10210], [1.89139, 3.15839, -7.64303], [3.41833, 4.98200, -7.09944], [3.40102, 1.90802, -0.47424], [2.07374, 3.04081, -8.78358], [3.94023, 5.48409, -7.98563], [0.04292, -0.14489, 0.16697], [-0.37304, -0.48729, 1.36178], [-1.80932, -0.34756, 1.68508], [-2.58937, -1.70296, 1.79105], [-2.33532, -2.24640, 3.17007], [-0.88416, -2.65384, 3.51932], [0.26292, -1.66203, 3.58568], [0.49905, -1.00145, 2.22297], [-1.80070, 0.13508, 2.66819], [-2.25017, 0.37963, 0.98998], [-3.67015, -1.53405, 1.67884], [-2.29176, -2.35744, 0.96493], [-2.56807, -1.44465, 3.86113], [-3.02643, -3.06831, 3.39214], [-0.94931, -3.19143, 4.46874], [-0.59616, -3.43844, 2.82645], [0.10381, -0.91834, 4.38412], [1.15488, -2.26971, 3.79610], [1.46208, -0.78622, 1.95366]], "atomic_forces_ev_per_a": [[-1.033, 0.195, 3.005], [-2.732, -1.188, 0.568], [0.054, -0.755, 0.517], [0.406, -0.550, -0.034], [5.994, 3.365, 4.316], [0.538, -0.626, -8.051], [3.327, 3.197, -4.313], [-3.932, -2.750, -3.347], [-1.133, 0.104, 5.421], [-1.904, -1.803, 3.314], [1.196, 1.352, -2.096], [0.175, -1.716, 2.188], [-0.333, 0.381, -0.101], [0.176, 0.612, -0.316], [0.570, -0.039, 0.791], [-0.818, -1.123, -0.568], [-0.726, -0.076, -0.216], [-0.381, 1.312, -0.969], [-0.320, -0.023, 0.023], [0.026, -0.344, 0.022], [0.408, 0.266, -0.067], [0.028, -0.139, 0.194], [-0.535, 0.145, 0.312], [0.375, 0.058, -0.044], [0.280, 0.339, 0.157], [0.205, -0.227, -0.282], [0.280, 0.080, -0.559], [-0.053, 0.643, -0.155], [-0.138, -0.691, 0.292]], "mulliken_spin": [-0.003, 5.019, -0.002, 0.009, -0.028, 0.000, 0.000, 0.002, 0.000, 0.000, 0.009, -0.005, -0.002, 0.000, 0.000, 0.000, 0.001, 0.001, 0.000, 0.001, 0.000, 0.000, 0.000, 0.000, 0.000, 0.000, 0.000, 0.000, 0.000]}



(4)
{"formula": "C9H11ClN2S", "method": "the ωB97M-V functional and the def2-TZVPD basis", "gap_ha": 0.3199, "homo_ev": -8.10, "largest_force_ev_per_a": 4.8, "elements": ["C", "C", "C", "C", "C", "C", "C", "C", "C", "H", "H", "H", "H", "H", "H", "H", "H", "H", "H", "H", "N", "N", "S", "Cl"], "coordinates": [[2.53561, 1.74834, 1.19861], [1.13077, 0.44194, -0.20157], [2.25598, -2.03578, -1.00715], [-1.10063, 0.45140, 0.21084], [-2.05950, 1.34081, -0.45338], [-3.32239, 0.98818, -0.77864], [-3.72138, -0.35039, -0.28474], [-2.82881, -1.18279, 0.35381], [-1.46907, -0.84509, 0.61397], [3.61798, 1.63848, 1.55717], [1.71305, 1.52247, 2.05827], [2.47125, 2.76525, 0.62390], [3.26551, 0.30776, -0.35910], [2.07626, -2.95501, -1.49241], [3.32812, -1.79755, -1.43516], [2.41304, -2.25395, 0.12397], [-1.64787, 2.30071, -0.91264], [-4.01502, 1.71227, -1.12854], [-4.72690, -0.80394, -0.28432], [-3.21297, -2.09427, 0.78585], [2.42859, 0.62329, 0.27745], [0.17830, 1.06681, 0.37542], [1.01942, -0.86682, -1.36692], [-0.32932, -1.72211, 1.52531]], "atomic_forces_ev_per_a": [[1.195, -0.117, 0.895], [2.619, -0.894, 1.556], [4.296, 0.308, 2.115], [-0.988, 1.652, -1.312], [2.340, 0.230, -0.726], [-0.793, -3.340, 2.271], [0.068, 1.046, -0.355], [0.938, -0.037, 0.617], [-1.060, 2.911, -0.850], [-1.604, 0.561, 0.134], [2.201, 1.189, -2.073], [-0.413, -1.692, 1.438], [-2.429, 1.236, 1.777], [-0.921, -0.994, -0.524], [-1.889, 0.028, 0.862], [-0.509, 0.468, -1.899], [-0.445, -1.251, 1.209], [-0.533, 0.185, -0.684], [0.330, 0.925, -0.507], [0.043, -0.258, -0.127], [0.336, -0.174, -2.129], [-0.942, -1.410, -0.574], [-1.744, 0.270, -1.469], [-0.096, -0.843, 0.356]], "lowdin_charge": [-0.136, -0.725, -0.479, -0.321, -0.052, -0.072, -0.075, -0.117, -0.652, 0.085, 0.131, 0.105, 0.162, 0.007, 0.070, 0.073, 0.131, 0.085, 0.100, 0.098, -0.114, 0.058, 0.911, 0.730]}